1.
DFT (the ωB97M-V functional and the def2-TZVPD basis) results for a single C3H3ClIN molecule.

Output
ΔE to the lowest compared entry with this formula, charge and spin in kcal per mole: 12.6
Multiplicity: 1
Maximum force in eV Å⁻¹: 4.0
Total charge: 0
E_tot in eV: -25271.5659

```
9
C3H3ClIN the ωB97M-V functional and the def2-TZVPD basis
N 1.0766 1.3827 -1.7225
C 0.5982 1.1094 -0.7091
C 0.2228 0.4910 0.4822
Cl -1.1218 1.4899 1.2618
C -0.4532 -0.9448 0.0559
I 0.7843 -2.1394 -1.1449
H 0.9406 0.4348 1.3081
H -0.7270 -1.3901 0.9990
H -1.3205 -0.4335 -0.5307
```



2.
DFT (the ωB97M-V functional and the def2-TZVPD basis) results for a single C14H14N4O4S2 molecule.

Output
ΔE to the lowest compared entry with this formula, charge and spin in kcal per mole: 0.0
Multiplicity: 1
Maximum force in eV Å⁻¹: 1.6
Total charge: 0
E_tot in eV: -50565.8440

```
38
C14H14N4O4S2 the ωB97M-V functional and the def2-TZVPD basis
C -2.5929 -3.4081 1.6149
C -1.6850 -2.2582 2.0307
C -0.8533 -2.6216 3.2244
O -0.8916 -3.6658 3.8214
N 0.0538 -1.6530 3.6617
C 0.2965 -0.4114 3.1776
N -0.3822 0.2138 2.2812
N 0.0954 1.4156 1.9781
C 1.1638 1.7460 2.6256
S 2.0553 3.2087 2.4196
C 1.0853 4.0567 1.1230
C 1.3703 3.5022 -0.2771
O 2.1627 4.0370 -1.0181
N 0.6322 2.4016 -0.5441
C 0.6633 1.5674 -1.6655
C 1.3883 1.8634 -2.8122
C 1.3883 0.9999 -3.9047
C 0.6469 -0.1516 -3.8074
C -0.0821 -0.4500 -2.6540
C -0.0939 0.3885 -1.5711
O -0.7225 -1.6495 -2.8155
C -0.3828 -2.0958 -4.1121
O 0.4765 -1.1592 -4.7226
S 1.6940 0.5212 3.7696
H -3.1747 -3.1279 0.7415
H -3.2696 -3.6672 2.4246
H -2.0012 -4.2878 1.3764
H -1.0137 -1.9820 1.2145
H -2.2670 -1.3674 2.2747
H 0.6300 -1.9554 4.4392
H 1.4266 5.0903 1.1694
H 0.0337 3.9832 1.3938
H 0.0713 2.0377 0.2282
H 1.9618 2.7738 -2.8508
H 1.9502 1.2270 -4.7943
H -0.6580 0.1550 -0.6827
H -1.2990 -2.2049 -4.7148
H 0.1231 -3.0722 -4.0433
```



3.
DFT (the ωB97M-V functional and the def2-TZVPD basis) results for 3 unconnected molecules or ions with the total composition C5H17NO2.

Output
ΔE to the lowest compared entry with this formula, charge and spin in kcal per mole: 50.4
Multiplicity: 1
Maximum force in eV Å⁻¹: 6.8
Total charge: 0
E_tot in eV: -11044.0705

```
25
C5H17NO2 the ωB97M-V functional and the def2-TZVPD basis
C -1.8120 2.3289 1.3737
C -0.5211 1.4729 1.5619
C 0.7248 2.4014 1.3544
C -0.4918 0.1285 0.8494
C 0.4912 -0.8911 1.4820
N -0.3718 0.1088 -0.5990
H -2.7543 1.9825 1.9163
H -2.2103 2.0997 0.3588
H -1.6754 3.3771 1.7049
H -0.5778 1.1465 2.5629
H 1.6441 1.9179 1.4299
H 0.7655 2.7050 0.3395
H 0.8260 3.3378 2.1003
H -1.4035 -0.2688 1.1402
H 0.1787 -1.5445 2.3096
H 0.5557 -1.8476 0.8608
H 1.4028 -0.3180 1.7454
H -1.1215 0.7360 -1.0365
H 0.4365 0.6385 -0.8147
O 3.1297 -5.2238 -3.6069
H 2.4453 -4.6890 -3.5059
H 2.9803 -5.9623 -2.9550
O -1.1341 -1.4544 -3.5168
H -0.8441 -0.9426 -2.7562
H -0.6629 -1.2393 -4.2989
```



4.
DFT (the ωB97M-V functional and the def2-TZVPD basis) results for a molecular structure, C49H26F15GeIN4O4S3W.

Output
ΔE to the lowest compared entry with this formula, charge and spin in kcal per mole: 53.1
Multiplicity: 1
Maximum force in eV Å⁻¹: 1.2
Total charge: 0
E_tot in eV: -205092.2468

```
104
C49H26F15GeIN4O4S3W the ωB97M-V functional and the def2-TZVPD basis
W 0.2628 -1.1026 -0.0537
C 0.2177 -0.5067 -5.2472
C 0.1492 -1.1251 -3.8762
N 0.1023 -0.4078 -2.8033
N 0.1304 0.9612 -3.0556
C -0.9710 1.5679 -2.8569
S -2.3925 0.7297 -2.1240
S -1.2231 3.2392 -3.2945
C 0.3717 3.6149 -4.1231
C 1.4773 4.0882 -3.2211
C 2.5803 3.2770 -2.9911
C 3.5900 3.6856 -2.1309
C 3.5023 4.9122 -1.4923
C 2.4123 5.7382 -1.7355
C 1.4112 5.3292 -2.5987
C 0.0694 -2.6003 -3.8301
C -0.5078 -3.2804 -4.9019
C -0.6652 -4.6559 -4.8879
C -0.2164 -5.3830 -3.7973
C 0.3751 -4.7361 -2.7233
C 0.5079 -3.3549 -2.7451
O 1.1371 -2.6714 -1.7338
H 0.8032 0.4072 -5.2038
H -0.7785 -0.2377 -5.6065
H 0.6724 -1.1937 -5.9566
H 0.1213 4.3627 -4.8766
H 0.6606 2.6931 -4.6190
H 2.6375 2.3094 -3.4702
H 4.4402 3.0400 -1.9568
H 4.2797 5.2286 -0.8109
H 2.3437 6.7024 -1.2508
H 0.5626 5.9739 -2.7804
H -0.8701 -2.7190 -5.7516
H -1.1323 -5.1549 -5.7236
H -0.3141 -6.4594 -3.7822
H 0.7477 -5.3058 -1.8850
O -4.8300 -3.4508 0.4772
C -4.6257 -3.2844 -0.8392
C -5.6789 -3.6108 -1.6943
C -5.5392 -3.4769 -3.0590
C -4.3494 -3.0059 -3.6118
C -3.3084 -2.6739 -2.7735
C -3.4209 -2.8088 -1.3875
C -2.2729 -2.4780 -0.5406
O -1.1903 -1.9978 -1.1033
N -2.3037 -2.6814 0.7352
N -1.0748 -2.3410 1.2940
C -0.9121 -2.8381 2.4764
C 0.3009 -2.8200 3.2293
C 0.3679 -3.4941 4.4573
C 1.5396 -3.5273 5.1735
C 2.6671 -2.8860 4.6480
C 2.6244 -2.2079 3.4482
C 1.4207 -2.1451 2.7248
O 1.3409 -1.4428 1.6014
H -4.0045 -3.2227 0.9506
H -6.5945 -3.9776 -1.2535
H -6.3656 -3.7431 -3.7034
H -4.2436 -2.9032 -4.6819
H -2.3793 -2.2944 -3.1713
H -1.7652 -3.3741 2.8896
H -0.5212 -3.9878 4.8301
H 1.5924 -4.0421 6.1210
H 3.5982 -2.9130 5.1976
H 3.4965 -1.7110 3.0619
I 2.6139 -0.0953 -0.9870
C 1.0464 -3.1090 -0.3822
H 0.3657 -3.9636 -0.2951
H 2.0647 -3.3383 -0.0355
F 0.2536 3.1760 -0.4783
C -0.6854 3.5219 0.4249
C -0.8030 2.7414 1.5630
C -1.7557 3.1498 2.4738
F -1.9555 2.5110 3.6413
C -2.5541 4.2679 2.2721
F -3.4509 4.6347 3.1918
C -2.4061 5.0144 1.1217
F -3.1547 6.0995 0.9192
C -1.4577 4.6406 0.1805
F -1.3192 5.3897 -0.9124
Ge 0.4633 1.1790 1.6246
S -1.7046 0.5360 -0.1977
C 0.0180 0.5234 3.4807
C -1.2679 0.0494 3.6756
F -2.1613 0.1063 2.6558
C -1.7384 -0.4478 4.8758
F -2.9857 -0.9099 4.9892
C -0.8817 -0.4888 5.9643
F -1.2961 -0.9835 7.1320
C 0.4131 -0.0271 5.8197
F 1.2551 -0.0865 6.8533
C 0.8353 0.4716 4.5933
F 2.1172 0.8648 4.5423
C 2.1757 2.1911 1.9991
C 2.2449 3.5568 2.2449
F 1.1585 4.3421 2.2608
C 3.4358 4.2262 2.4973
F 3.4312 5.5417 2.7245
C 4.6310 3.5369 2.5035
F 5.7808 4.1728 2.7272
C 4.6099 2.1696 2.2961
F 5.7448 1.4689 2.3426
C 3.3992 1.5385 2.0737
F 3.4568 0.2023 2.0243
```



5.
DFT (the ωB97M-V functional and the def2-TZVPD basis) results for a gas-phase ion, C6H11ClN3 (charge +1).

Output
ΔE to the lowest compared entry with this formula, charge and spin in kcal per mole: 0.0
Multiplicity: 1
Maximum force in eV Å⁻¹: 2.6
Total charge: +1
E_tot in eV: -23386.1317

```
21
C6H11ClN3 the ωB97M-V functional and the def2-TZVPD basis
C -1.7301 0.6859 -0.4163
N -0.6298 -0.2363 -0.1783
C -0.9912 -1.6336 -0.1757
C 0.5853 0.2165 -0.0495
C 1.8432 -0.7128 -0.0095
C 3.2177 -0.0289 0.3682
Cl 4.9038 -0.7665 -0.2466
N 3.2498 1.3294 0.0104
C 2.2174 1.9962 -0.1871
N 0.8788 1.5155 -0.1127
H -1.8209 1.4178 0.3868
H -1.5987 1.2030 -1.3697
H -2.6594 0.1242 -0.4652
H -1.3838 -1.9075 -1.1571
H -0.1452 -2.2744 0.0487
H -1.7706 -1.8040 0.5684
H 1.9267 -1.1564 -1.0067
H 1.6813 -1.5218 0.7035
H 3.3749 -0.0992 1.4499
H 2.2978 3.0452 -0.4300
H 0.1552 2.2118 -0.2321
```



6.
DFT (the ωB97M-V functional and the def2-TZVPD basis) results for a single C5H6N2O3 molecule.

Output
ΔE to the lowest compared entry with this formula, charge and spin in kcal per mole: 107.8
Multiplicity: 1
Maximum force in eV Å⁻¹: 18.9
Total charge: 0
E_tot in eV: -14400.2363

```
16
C5H6N2O3 the ωB97M-V functional and the def2-TZVPD basis
C 2.6684 0.0539 -0.5121
C 1.4742 0.2127 0.3654
O 1.5223 -0.0814 1.5723
N 0.2032 0.3800 -0.3463
C -0.9639 0.2752 0.4076
C -1.9825 1.3014 0.1348
N -2.7845 2.0457 -0.1036
C -1.4828 -1.1360 0.0140
O -0.8330 -2.0621 -0.4017
O -2.8060 -1.4003 0.4278
H 2.8350 -0.5813 -1.0381
H 3.3449 0.0994 0.0525
H 2.5992 0.7950 -1.3659
H 0.1756 0.5099 -1.2218
H -0.6580 0.0178 1.5037
H -3.3120 -0.4301 0.5114
```